49
Properties=species:S:1:pos:R:3:forces:R:3 method="wB97M-V/def2-TZVPD" largest_force_ev_per_a=2.0 e_homo_ev=-8.257 relative_energy_kcal_mol=0.0 gap_ev=8.3 charge=0
C 4.41816 -5.84435 3.65587 -0.878 0.764 0.080
O 3.37332 -5.57865 4.58540 -0.169 -0.430 1.048
C 2.05379 -5.67310 4.11943 -0.532 -0.490 -1.853
C 1.54259 -4.39337 3.46533 0.100 0.296 -0.252
N 1.75938 -3.27288 4.36200 -1.128 -1.250 -0.282
C 1.73153 -1.93654 3.81353 1.445 -0.864 0.169
C 0.41224 -1.61037 3.13929 0.094 0.752 1.257
O 0.51613 -0.27071 2.65539 -0.753 -0.164 -0.728
C 0.57088 -0.25664 1.24064 0.615 0.018 -0.335
H 5.29593 -6.04062 4.26182 0.192 0.091 -0.190
H 4.50904 -4.94471 3.04272 0.571 -0.107 -0.175
H 4.21049 -6.68709 2.99181 -0.146 -0.158 0.170
H 1.31771 -6.02393 4.84296 0.614 0.111 0.707
H 2.04125 -6.41813 3.31242 -0.163 -0.205 0.101
H 0.48280 -4.49577 3.19900 -0.013 -0.237 0.242
H 2.03337 -4.33430 2.47572 0.309 0.537 0.153
H 2.41854 -3.60442 5.04601 0.482 1.119 0.092
H 2.58314 -1.80604 3.12612 -0.227 0.147 -0.431
H 1.95425 -1.24022 4.62246 -0.436 0.158 -0.004
H -0.34722 -1.62773 3.92590 -0.132 0.079 -0.053
H 0.07177 -2.32489 2.39050 0.364 0.060 -0.283
H 1.55948 -0.60917 0.92814 -0.087 -0.313 -0.226
H 0.48230 0.73560 0.79634 -0.135 0.291 0.660
H -0.21889 -0.85012 0.77595 -0.001 -0.189 0.118
C -3.34875 0.93946 -1.21066 -1.847 -0.362 -0.259
O -4.52069 0.83803 -0.83129 0.842 0.238 -0.521
N -2.94703 0.47888 -2.45986 -0.220 0.077 0.680
N -2.38815 1.51456 -0.48479 1.411 0.468 0.378
H -3.66640 0.56698 -3.15405 0.187 -0.400 -0.202
H -1.96990 0.49381 -2.69367 -0.017 0.243 -0.386
H -1.48547 1.73030 -0.92932 -0.613 0.046 0.385
H -2.65673 2.03514 0.33211 -0.104 -0.300 0.081
C -2.36943 4.90030 -4.15206 1.060 0.311 -1.304
O -1.14648 4.75489 -3.95200 -0.841 0.407 0.250
N -2.86062 5.84815 -5.00617 0.686 -0.423 0.748
N -3.25952 4.04136 -3.65499 -0.446 -0.650 0.797
H -3.83138 5.87050 -5.24117 -0.086 0.263 -0.161
H -2.18175 6.45089 -5.43349 -0.191 0.063 -0.191
H -4.24524 4.15203 -3.80450 -0.071 0.027 0.173
H -2.95000 3.49884 -2.86087 -0.210 -0.157 -0.143
O -0.66023 2.16377 -5.10163 -0.031 0.054 -0.008
H -1.59678 1.97482 -5.21701 0.040 0.041 -0.022
H -0.63240 3.08227 -4.78636 -0.080 -0.228 -0.102
O 1.62928 5.02791 -3.44762 -0.110 -0.101 -0.032
H 0.76103 4.93969 -3.87289 0.194 0.172 0.176
H 1.55807 5.82839 -2.91895 -0.015 -0.020 -0.044
O -0.20532 2.32257 -1.94242 0.380 0.240 0.064
H -0.40775 3.10527 -2.47441 0.110 0.000 -0.149
H 0.60968 2.54935 -1.47666 -0.015 -0.020 -0.191